(1)
Computed, not measured: C39H49BBrKN9OS2Sb as an isolated structure, with the ωB97M-V functional and the def2-TZVPD basis.

orbital gap	0.18581	Eh
energy	-6319.1321	hartree
total charge	-2
HOMO energy	-1.5	eV
energy relative to the best compared isomer or geometry (same formula, charge and spin)	0.0	kcal/mol

```
104
Properties=species:S:1:pos:R:3:forces:R:3:lowdin_charge:R:1
K -0.307 -0.822 -1.103 0.22 0.37 0.39 0.5822
C -4.225 -1.954 -2.037 0.03 -0.03 0.07 -0.0766
C -3.531 -1.567 -0.880 -0.01 0.01 -0.04 -0.2035
N -3.154 -0.296 -0.937 -0.08 -0.08 -0.15 0.0280
N -3.593 0.162 -2.128 0.05 0.00 0.03 -0.0398
C -4.235 -0.812 -2.806 0.04 0.11 0.09 -0.1009
B -3.292 1.583 -2.660 -0.01 0.02 0.00 -0.5439
N -3.191 2.592 -1.492 0.00 -0.09 -0.01 -0.0522
C -4.215 3.322 -0.998 0.17 -0.15 0.03 -0.1233
C -3.735 4.065 0.059 0.08 0.16 -0.06 -0.1096
C -2.368 3.728 0.111 -0.09 -0.22 0.06 -0.1976
N -2.057 2.820 -0.807 -0.15 0.25 -0.11 0.0901
N -2.033 1.588 -3.558 -0.05 0.05 -0.11 -0.0455
C -1.978 2.136 -4.792 0.04 -0.08 0.20 -0.1180
C -0.742 1.861 -5.332 0.10 -0.05 -0.01 -0.0911
C -0.098 1.108 -4.333 -0.05 0.04 0.07 -0.1700
N -0.875 0.957 -3.270 -0.19 0.00 -0.11 0.0365
H -4.607 -2.928 -2.290 -0.01 0.02 0.00 0.0814
H -3.258 -2.161 -0.020 -0.02 -0.02 -0.02 0.0718
H -4.639 -0.617 -3.786 0.01 -0.01 -0.01 0.1105
H -4.226 1.921 -3.365 0.05 0.00 0.06 0.1067
H -5.198 3.246 -1.434 0.00 0.00 0.01 0.1051
H -4.280 4.756 0.681 0.01 0.00 -0.02 0.0704
H -1.601 4.097 0.776 -0.04 -0.01 0.00 0.0763
H -2.827 2.670 -5.187 0.00 0.00 -0.01 0.0996
H -0.369 2.136 -6.305 0.00 -0.01 0.01 0.0722
H 0.878 0.645 -4.354 -0.01 0.01 -0.01 0.1001
C 3.466 -4.020 -2.459 -0.03 0.03 -0.05 -0.0523
C 2.240 -3.143 -2.308 0.14 -0.07 0.06 -0.2905
N 1.874 -2.724 -1.154 -0.24 0.08 -0.16 -0.0107
N 2.604 -3.214 -0.085 0.00 -0.01 0.09 -0.1260
C 2.830 -2.363 0.853 0.02 -0.12 -0.30 -1.1169
S 2.533 -0.676 0.860 0.06 0.09 0.20 0.5147
S 3.487 -3.247 2.286 -0.04 -0.10 0.00 0.8362
C 4.333 -1.964 3.230 0.02 0.08 0.03 -0.5004
C 5.780 -1.791 2.858 0.01 0.01 0.05 -0.2883
C 6.131 -1.135 1.677 -0.02 -0.01 -0.03 -0.0399
C 7.464 -0.987 1.325 0.02 -0.03 0.04 -0.0904
C 8.473 -1.491 2.143 -0.08 0.03 -0.02 -0.1225
C 8.133 -2.142 3.319 -0.08 0.00 -0.01 -0.1141
C 6.795 -2.288 3.670 0.05 0.02 -0.01 -0.0632
C 1.481 -2.783 -3.525 -0.05 -0.02 -0.05 -0.1265
C 2.198 -2.564 -4.705 -0.03 0.00 -0.01 -0.0987
C 1.596 -2.287 -5.923 -0.05 -0.01 0.04 -0.1589
C 0.196 -2.277 -5.972 0.02 -0.03 0.11 -0.1476
C -0.550 -2.501 -4.840 0.04 0.05 0.00 -0.0464
C 0.033 -2.708 -3.540 0.01 -0.02 0.04 -0.4485
O -0.696 -2.810 -2.508 0.01 -0.35 -0.38 -0.2134
H 4.378 -3.449 -2.264 0.00 -0.01 -0.01 0.0771
H 3.522 -4.460 -3.454 0.00 0.01 0.04 0.0603
H 3.430 -4.805 -1.702 0.00 0.00 0.02 0.0648
H 4.239 -2.250 4.279 0.02 0.03 0.02 0.0622
H 3.765 -1.045 3.058 0.03 0.01 0.00 0.0190
H 5.335 -0.755 1.042 0.04 -0.01 0.01 0.0727
H 7.719 -0.479 0.403 0.00 0.00 0.00 0.0959
H 9.513 -1.374 1.863 0.00 0.00 -0.01 0.0863
H 8.907 -2.542 3.963 0.00 0.00 0.01 0.0879
H 6.532 -2.800 4.590 0.00 0.00 -0.01 0.1020
H 3.283 -2.598 -4.658 -0.01 0.00 -0.01 0.0951
H 2.192 -2.094 -6.806 0.00 0.00 -0.01 0.0678
H -0.311 -2.080 -6.912 0.00 0.01 -0.01 0.0824
H -1.634 -2.475 -4.870 0.00 0.02 0.00 0.0963
Br 2.694 4.828 4.344 0.01 0.01 0.01 0.6917
C 1.772 3.680 3.139 0.03 0.03 0.02 -0.6907
C 2.421 3.188 2.027 0.04 -0.01 -0.04 -0.1036
C 1.703 2.344 1.187 -0.12 -0.02 0.08 -0.1835
N 0.438 1.996 1.405 0.02 0.09 -0.03 0.1035
C -0.163 2.503 2.474 0.09 -0.04 -0.07 -0.1711
C 0.455 3.350 3.386 -0.06 -0.02 0.02 -0.1170
H 3.453 3.429 1.816 -0.01 0.00 0.01 0.1008
H 2.178 1.921 0.310 -0.02 -0.01 0.00 0.0672
H -1.203 2.230 2.613 0.02 0.00 -0.02 0.0765
H -0.077 3.728 4.248 0.01 0.00 0.00 0.0976
C -4.483 -2.807 3.001 0.03 -0.03 0.01 -0.1619
C -3.180 -2.544 3.751 0.08 -0.01 -0.09 -0.6026
C -2.256 -3.761 3.678 -0.09 0.03 -0.02 -0.1690
Sb -2.120 -0.851 2.874 0.08 0.02 -0.09 1.5346
C -3.597 0.713 3.265 -0.08 -0.01 -0.04 -0.5771
C -4.469 0.912 2.023 0.04 0.04 0.06 -0.1656
C -4.429 0.537 4.532 -0.02 -0.03 -0.08 -0.1513
C -0.815 -0.387 4.572 -0.05 -0.07 0.02 -0.5747
C -1.240 -0.981 5.913 0.12 0.00 -0.07 -0.1596
C 0.625 -0.769 4.228 -0.05 0.02 0.02 -0.1770
H -4.980 -3.705 3.389 0.00 0.01 0.00 0.0702
H -4.299 -2.974 1.936 0.00 -0.01 0.02 0.0581
H -5.183 -1.975 3.081 -0.01 -0.01 -0.02 0.0443
H -3.397 -2.308 4.794 -0.03 0.00 0.05 0.0662
H -2.002 -3.997 2.641 -0.02 0.01 0.02 0.0737
H -2.738 -4.647 4.110 0.00 0.01 0.00 0.0694
H -1.315 -3.601 4.206 0.03 0.00 0.03 0.0509
H -2.979 1.608 3.393 -0.02 -0.01 0.00 0.0522
H -5.095 0.036 1.832 0.00 -0.01 0.00 0.0619
H -3.870 1.075 1.124 -0.02 -0.01 0.03 0.0372
H -5.134 1.775 2.147 0.02 -0.03 0.02 0.0688
H -5.008 -0.390 4.513 0.02 0.05 0.01 0.0539
H -5.143 1.363 4.640 0.01 -0.01 -0.01 0.0691
H -3.807 0.519 5.426 0.02 0.00 0.07 0.0478
H -0.889 0.704 4.636 0.03 0.02 0.03 0.0591
H -1.197 -2.072 5.892 0.01 -0.02 0.00 0.0586
H -2.253 -0.701 6.198 -0.07 0.03 0.04 0.0421
H -0.562 -0.651 6.710 -0.01 0.00 -0.03 0.0704
H 0.734 -1.852 4.117 0.00 -0.01 0.01 0.0658
H 1.311 -0.452 5.025 -0.01 0.00 -0.04 0.0742
H 0.965 -0.336 3.285 0.00 0.01 0.03 0.0142
```
Positions in Å, forces in eV/Å.

=====

(2)
Computed, not measured: C39H49BCoN9O6S as an isolated structure, with the ωB97M-V functional and the def2-TZVPD basis.

orbital gap	0.21949	Eh
energy	-4265.7025	hartree
HOMO energy	-7.2	eV

```
106
Properties=species:S:1:pos:R:3:forces:R:3:lowdin_charge:R:1
Co -0.172 0.207 0.482 0.03 0.67 -0.04 0.5344
C -3.512 -0.842 4.923 -0.02 0.01 -0.01 -0.0914
C -3.592 0.210 4.027 0.00 0.00 0.02 -0.0876
C -2.508 0.530 3.220 0.01 -0.04 -0.03 -0.0364
C -1.321 -0.189 3.294 0.02 -0.03 -0.06 -0.2447
C -1.264 -1.270 4.176 0.03 0.00 0.07 -0.0541
C -2.339 -1.583 4.986 0.02 0.00 0.00 -0.0662
N -0.221 0.108 2.435 0.05 -0.10 0.17 0.0644
C 1.018 0.058 2.930 0.04 -0.04 -0.03 -0.1908
C 1.370 0.073 4.325 -0.01 0.03 -0.01 -0.0135
C 2.672 0.024 4.713 -0.01 0.02 0.01 -0.0614
C 3.756 -0.050 3.788 0.00 -0.01 -0.01 -0.0862
C 3.486 -0.030 2.460 0.03 0.02 0.01 -0.0141
C 2.140 0.045 2.020 -0.03 -0.03 0.03 -0.2071
N 1.763 0.126 0.737 -0.02 -0.02 0.01 -0.0420
N 2.551 0.122 -0.264 0.05 0.05 0.03 0.1285
C 1.807 0.220 -1.445 0.03 -0.09 -0.03 -0.2975
C 2.479 0.199 -2.662 0.03 -0.05 -0.03 0.0025
C 1.748 0.222 -3.831 0.03 -0.03 0.01 -0.0415
C 0.361 0.273 -3.767 -0.01 0.02 -0.01 -0.0348
C -0.237 0.320 -2.524 -0.04 0.04 -0.01 -0.0888
N 0.460 0.309 -1.387 0.03 -0.17 0.02 0.0514
H -4.357 -1.096 5.550 0.00 0.00 0.00 0.0984
H -4.503 0.791 3.950 0.00 0.00 0.00 0.1017
H -2.608 1.335 2.511 0.01 0.01 0.01 0.0722
H -0.384 -1.897 4.185 -0.03 0.01 -0.01 0.1181
H -2.270 -2.436 5.650 0.00 0.00 0.00 0.1057
H 0.588 0.147 5.065 0.00 -0.01 0.00 0.1106
H 2.896 0.054 5.772 0.00 0.00 0.00 0.1077
H 4.772 -0.104 4.152 0.00 0.00 0.00 0.0994
H 4.268 -0.057 1.712 -0.01 0.00 0.00 0.1083
H 3.557 0.132 -2.655 0.04 -0.03 0.00 0.1109
H 2.252 0.185 -4.788 0.01 0.00 -0.01 0.1132
H -0.250 0.281 -4.657 0.01 -0.01 0.00 0.1094
H -1.312 0.395 -2.417 0.00 -0.02 0.00 0.1117
C -4.747 1.234 -1.969 -0.03 -0.01 0.01 -0.0059
C -4.216 0.789 -0.618 0.02 0.00 -0.03 -0.4532
C -4.943 1.531 0.495 0.03 -0.02 0.02 -0.0013
O -2.819 1.171 -0.534 0.00 0.04 -0.07 0.0348
B -2.104 0.148 0.084 0.07 -0.10 0.02 -0.5658
O -2.892 -0.959 0.243 0.04 -0.05 0.07 0.1120
C -4.160 -0.762 -0.408 -0.04 0.00 0.01 -0.4560
C -4.108 -1.554 -1.709 0.04 0.01 0.00 -0.0028
C -5.240 -1.325 0.499 -0.02 0.00 -0.03 0.0047
H -4.731 2.323 -2.026 0.00 -0.01 0.00 0.0913
H -5.778 0.902 -2.107 0.00 0.01 0.00 0.0976
H -4.146 0.839 -2.787 0.00 0.00 0.01 0.0826
H -4.806 2.605 0.353 0.00 0.00 0.00 0.0942
H -4.543 1.258 1.471 -0.04 0.00 -0.02 0.0687
H -6.012 1.317 0.487 0.00 0.00 -0.01 0.0968
H -3.292 -1.209 -2.348 -0.01 0.01 0.00 0.0846
H -5.043 -1.488 -2.266 0.00 0.00 0.01 0.0922
H -3.920 -2.601 -1.466 0.00 0.00 0.00 0.0957
H -5.215 -0.862 1.484 0.01 0.00 0.00 0.0808
H -5.065 -2.392 0.630 -0.01 0.00 0.00 0.0980
H -6.232 -1.187 0.061 0.00 0.01 0.00 0.0967
C -0.294 3.055 -0.788 -0.01 0.06 -0.04 -0.1472
N -0.064 2.429 0.554 -0.15 -0.21 -0.02 -0.0660
C 1.245 2.953 1.052 0.09 0.00 0.01 -0.1482
N 1.282 4.405 1.111 0.00 -0.04 -0.02 -0.0774
C 1.022 4.939 -0.226 0.00 0.01 0.01 -0.1644
N -0.279 4.509 -0.736 0.00 -0.04 0.01 -0.0768
C -1.315 4.962 0.193 0.02 0.01 0.01 -0.1579
N -1.095 4.434 1.539 0.01 -0.05 -0.02 -0.0733
C -1.107 2.982 1.470 -0.03 0.07 0.06 -0.1602
C 0.220 4.868 2.005 0.00 0.01 0.00 -0.1619
H -1.256 2.705 -1.157 0.00 -0.01 0.00 0.1199
H 0.498 2.733 -1.460 0.01 -0.02 0.01 0.1209
H 2.034 2.607 0.384 0.00 -0.01 0.00 0.1233
H 1.416 2.549 2.049 -0.01 0.01 0.00 0.1254
H 1.804 4.596 -0.906 0.00 0.00 0.00 0.1287
H 1.047 6.030 -0.184 0.00 0.00 0.00 0.1267
H -2.289 4.626 -0.168 0.00 -0.01 0.00 0.1298
H -1.308 6.053 0.230 0.00 0.00 0.00 0.1271
H -2.075 2.654 1.102 0.00 0.00 -0.02 0.1046
H -0.921 2.575 2.462 0.00 -0.01 -0.01 0.1199
H 0.394 4.468 3.006 0.00 0.00 0.00 0.1312
H 0.244 5.958 2.052 0.00 0.00 0.00 0.1270
C 7.051 -1.231 -4.016 0.01 0.00 0.00 -0.0486
C 5.880 -2.019 -3.497 -0.01 0.02 0.01 -0.2762
C 5.690 -2.189 -2.128 0.00 0.04 -0.01 -0.0390
C 4.606 -2.901 -1.641 -0.04 0.00 0.01 -0.0504
C 3.697 -3.443 -2.536 -0.02 0.08 -0.01 -0.2897
C 3.863 -3.290 -3.905 -0.01 0.01 0.01 -0.0489
C 4.955 -2.582 -4.376 -0.02 0.03 -0.01 -0.0393
S 2.334 -4.383 -1.930 -0.17 0.06 0.04 0.6371
O 1.935 -5.333 -2.931 0.01 -0.02 0.03 -0.2946
O 2.701 -4.857 -0.620 -0.03 0.02 -0.02 -0.2938
N 1.146 -3.237 -1.869 0.06 -0.15 -0.02 -0.1199
C -0.217 -3.745 -1.582 0.15 0.06 -0.06 -0.2026
C -0.485 -3.968 -0.102 -0.09 -0.03 -0.04 -0.0744
C -0.554 -2.702 0.748 0.21 -0.05 0.05 -0.5656
O -1.013 -2.755 1.869 -0.01 0.07 -0.03 0.0792
O -0.036 -1.659 0.156 -0.27 -0.02 -0.08 -0.1052
H 7.920 -1.346 -3.369 0.00 0.00 0.00 0.0791
H 6.810 -0.167 -4.058 0.01 0.01 0.00 0.0826
H 7.326 -1.548 -5.021 0.00 0.00 0.00 0.0774
H 6.408 -1.767 -1.434 0.00 0.00 0.00 0.1156
H 4.466 -3.055 -0.579 0.00 0.00 -0.01 0.1153
H 3.152 -3.745 -4.581 0.00 0.00 0.00 0.1172
H 5.103 -2.473 -5.444 0.00 0.00 0.00 0.1132
H 1.386 -2.507 -1.200 -0.06 -0.02 0.04 0.0819
H -0.349 -4.669 -2.146 0.04 0.01 0.01 0.1115
H -0.910 -3.010 -1.991 -0.04 0.04 0.01 0.1101
H 0.287 -4.614 0.319 0.03 0.00 0.06 0.1155
H -1.433 -4.488 0.047 -0.02 0.01 -0.06 0.1251
```
Positions in Å, forces in eV/Å.